1.
Here is a cluster of 11 separate species, C5H28O10 in total at a distorted geometry from the OMol25 dataset. Energies are from wB97M-V/def2-TZVPD.

Properties
structure (SMILES) = C=C/C=C/C.O.O.O.O.O.O.O.O.O.O
E_HOMO = -0.3050 hartree
energy above the lowest of the compared OMol25 structures with the same formula, charge and spin = 91.89 kcal per mole
molar mass = 248.269 g/mol
Kohn-Sham gap = 0.2940 Eh

Last columns: bonded neighbours and bond lengths (Å).
Cartesian coordinates (Å):
1 C 1.378 -3.612 -1.235  C2 1.399, H6 1.009, H7 1.045
2 C 1.034 -2.265 -1.396  C1 1.399, C3 1.449, H8 1.092
3 C 0.546 -1.554 -2.561  C2 1.449, C4 1.305, H9 1.089
4 C 0.421 -0.267 -2.387  C3 1.305, C5 1.511, H10 1.086
5 C 0.023 0.703 -3.475  C4 1.511, H11 1.145, H12 1.165, H13 1.045
6 H 1.771 -3.921 -0.359  C1 1.009
7 H 0.921 -4.358 -1.807  C1 1.045
8 H 1.332 -1.739 -0.487  C2 1.092
9 H 0.530 -2.142 -3.478  C3 1.089
10 H 0.502 0.100 -1.367  C4 1.086
11 H 0.314 0.361 -4.528  C5 1.145
12 H 0.823 1.550 -3.454  C5 1.165
13 H -0.959 1.058 -3.444  C5 1.045
14 H -2.223 0.153 2.709  O16 1.044
15 H -3.364 1.300 2.736  O16 0.966
16 O -2.666 0.936 2.177  H14 1.044, H15 0.966
17 H 2.746 0.327 -2.497  O19 0.902
18 H 3.916 0.688 -1.730  O19 0.906
19 O 3.127 1.006 -2.042  H17 0.902, H18 0.906
20 H -3.572 -1.877 1.549  O22 0.942
21 H -3.715 -0.348 1.502  O22 0.956
22 O -4.076 -1.151 1.875  H20 0.942, H21 0.956
23 H 0.068 2.914 -0.732  O25 1.018
24 H 1.612 2.578 -0.889  O25 0.976
25 O 0.889 3.079 -1.313  H23 1.018, H24 0.976
26 H -2.948 -1.360 -0.885  O28 0.834
27 H -3.484 -2.068 -2.089  O28 0.976
28 O -3.106 -2.121 -1.190  H26 0.834, H27 0.976
29 H -1.164 1.737 -0.076  O31 1.005
30 H -0.652 0.795 0.911  O31 0.945
31 O -0.287 1.389 0.271  H29 1.005, H30 0.945
32 H 3.362 1.331 0.923  O34 0.955
33 H 2.359 1.464 2.014  O34 0.981
34 O 2.756 1.978 1.278  H32 0.955, H33 0.981
35 H -1.418 -0.788 4.256  O37 1.001
36 H -2.244 -1.297 3.118  O37 0.983
37 O -1.295 -1.174 3.340  H35 1.001, H36 0.983
38 H -0.375 2.951 2.016  O40 0.967
39 H 1.031 3.139 1.646  O40 0.959
40 O 0.445 3.302 2.388  H38 0.967, H39 0.959
41 H 2.597 -1.079 3.217  O43 0.935
42 H 1.144 -0.553 2.898  O43 1.022
43 O 1.903 -1.166 2.596  H41 0.935, H42 1.022

Mulliken population analysis, charges in e, atoms 1 to 8: C -1.0373; C 0.0684; C -0.3355; C -0.3025; C -1.0970; H 0.3687; H 0.2988; H 0.2597


2.
Here is a cluster of 8 separate species, C5H29N2O7S in total at a distorted geometry from the OMol25 dataset. Energies are from wB97M-V/def2-TZVPD.

Properties
E_HOMO = -0.4250 hartree
energy above the lowest of the compared OMol25 structures with the same formula, charge and spin = 95.85 kcal per mole
total charge = +1
molar mass = 261.361 g/mol
Kohn-Sham gap = 0.3299 Eh

Last columns: bonded neighbours and bond lengths (Å).
Cartesian coordinates (Å):
1 C 1.015 -1.416 0.677  N2 1.439, C7 1.545, H9 1.243, H10 1.114
2 N 1.491 -0.059 0.746  C1 1.439, C3 1.527, H11 1.036
3 C 2.221 0.303 2.037  N2 1.527, C4 1.554, C6 1.486, H12 1.084
4 C 1.312 0.565 3.269  C3 1.554, S5 1.708, H13 1.114, H14 1.105
5 S 1.318 -0.700 4.417  C4 1.708, H15 1.282
6 C 3.032 1.508 1.723  C3 1.486, H16 1.082, H17 1.111, H18 1.095
7 C -0.457 -1.577 1.117  C1 1.545, N8 1.495, H19 1.016, H20 1.063
8 N -1.360 -0.657 0.361  C7 1.495, H21 1.065, H22 1.038, H23 1.004
9 H 1.449 -1.785 -0.428  C1 1.243
10 H 1.559 -2.217 1.229  C1 1.114
11 H 0.722 0.602 0.535  N2 1.036
12 H 2.969 -0.481 2.015  C3 1.084
13 H 1.732 1.498 3.710  C4 1.114
14 H 0.295 0.978 3.141  C4 1.105
15 H 0.883 -1.607 3.622  S5 1.282
16 H 3.579 2.120 2.428  C6 1.082
17 H 2.307 2.226 1.285  C6 1.111
18 H 3.717 1.345 0.885  C6 1.095
19 H -0.560 -1.540 2.128  C7 1.016
20 H -0.835 -2.533 0.847  C7 1.063
21 H -1.283 0.395 0.503  N8 1.065
22 H -2.363 -0.766 0.604  N8 1.038
23 H -1.327 -0.815 -0.631  N8 1.004
24 H 0.384 -3.427 -2.112  O26 0.906
25 H 0.584 -2.304 -2.989  O26 0.950
26 O -0.100 -2.832 -2.594  H24 0.906, H25 0.950
27 H -2.573 -0.787 -2.783  O29 0.898
28 H -1.445 -1.876 -2.775  O29 1.047
29 O -1.769 -0.947 -2.415  H27 0.898, H28 1.047
30 H -1.782 3.032 0.328  O32 0.904
31 H -0.747 2.727 1.326  O32 0.911
32 O -1.111 2.462 0.535  H30 0.904, H31 0.911
33 H 1.746 0.029 -3.929  O35 1.036
34 H 0.650 -0.217 -2.789  O35 0.915
35 O 1.324 -0.631 -3.250  H33 1.036, H34 0.915
36 H -2.328 2.219 -2.153  O38 0.922
37 H -3.843 2.546 -1.651  O38 0.939
38 O -2.957 2.284 -1.481  H36 0.922, H37 0.939
39 H -4.021 0.205 -0.918  O41 0.961
40 H -4.502 -1.153 -0.642  O41 0.871
41 O -3.875 -0.595 -0.407  H39 0.961, H40 0.871
42 H 1.849 0.729 -1.315  O44 0.948
43 H 1.825 1.845 -2.403  O44 0.978
44 O 1.274 1.305 -1.803  H42 0.948, H43 0.978

Mulliken population analysis, charges in e, atoms 1 to 8: C -0.5076; N -0.1529; C 0.1485; C -0.7801; S -0.1614; C -1.4709; C -0.8144; N -0.0835


3.
Here is a cluster of 8 separate species, C5H29N2O8 in total at a distorted geometry from the OMol25 dataset. Energies are from wB97M-V/def2-TZVPD.

Properties
E_HOMO = -0.4375 hartree
energy above the lowest of the compared OMol25 structures with the same formula, charge and spin = 80.02 kcal per mole
total charge = +1
molar mass = 245.293 g/mol
Kohn-Sham gap = 0.3369 Eh

Last columns: bonded neighbours and bond lengths (Å).
Cartesian coordinates (Å):
1 C 0.931 -0.674 1.953  N2 1.536, C7 1.589, H9 1.107, H10 1.078
2 N 0.717 0.180 0.695  C1 1.536, C3 1.459, H11 1.033
3 C 0.605 1.613 0.945  N2 1.459, C4 1.626, H12 1.173, H13 1.102
4 C -0.892 2.241 1.036  C3 1.626, C5 1.528, H14 1.146, H15 1.051
5 C -1.646 1.552 2.173  C4 1.528, O6 1.424, H16 1.101, H17 1.145
6 O -2.788 0.812 1.755  C5 1.424, H18 1.065
7 C 1.305 -2.137 1.459  C1 1.589, N8 1.446, H19 1.031, H20 1.087
8 N 2.140 -2.116 0.279  C7 1.446, H21 1.037, H22 1.082, H23 1.140
9 H 0.032 -0.800 2.588  C1 1.107
10 H 1.685 -0.264 2.606  C1 1.078
11 H -0.128 -0.050 0.146  N2 1.033
12 H 0.988 2.159 -0.020  C3 1.173
13 H 1.209 1.931 1.811  C3 1.102
14 H -1.572 2.123 0.121  C4 1.146
15 H -0.794 3.275 1.198  C4 1.051
16 H -1.006 0.877 2.761  C5 1.101
17 H -2.042 2.389 2.847  C5 1.145
18 H -2.726 -0.096 2.308  O6 1.065
19 H 0.477 -2.674 1.160  C7 1.031
20 H 1.663 -2.743 2.288  C7 1.087
21 H 3.027 -1.599 0.425  N8 1.037
22 H 2.302 -3.141 -0.030  N8 1.082
23 H 1.602 -1.499 -0.515  N8 1.140
24 H -3.125 -0.005 -2.009  O26 0.964
25 H -2.700 0.523 -0.525  O26 0.946
26 O -2.435 0.279 -1.400  H24 0.964, H25 0.946
27 H -1.734 -2.204 1.153  O29 0.983
28 H -2.769 -2.361 2.302  O29 0.952
29 O -1.928 -1.969 2.087  H27 0.983, H28 0.952
30 H -0.321 0.828 -3.944  O32 0.899
31 H -1.200 1.365 -2.824  O32 0.965
32 O -0.329 1.388 -3.241  H30 0.899, H31 0.965
33 H -0.366 -1.797 -1.009  O35 0.972
34 H -1.947 -1.736 -1.172  O35 1.008
35 O -1.197 -2.102 -0.606  H33 0.972, H34 1.008
36 H 2.656 0.801 -1.049  O38 0.930
37 H 3.153 0.134 -2.278  O38 1.008
38 O 2.919 -0.050 -1.315  H36 0.930, H37 1.008
39 H 1.516 -0.569 -2.206  O41 0.983
40 H 0.030 -0.366 -2.306  O41 0.941
41 O 0.668 -1.057 -2.308  H39 0.983, H40 0.941
42 H 1.383 1.932 -2.914  O44 0.904
43 H 0.985 3.160 -2.205  O44 0.979
44 O 1.652 2.444 -2.220  H42 0.904, H43 0.979

Mulliken population analysis, charges in e, atoms 1 to 8: C -0.4085; N 0.7106; C -0.8429; C -0.5669; C -0.2538; O -0.5980; C -1.2103; N 0.0008


4.
Here is a cluster of 8 separate species, C5H29N2O8 in total at a distorted geometry from the OMol25 dataset. Energies are from wB97M-V/def2-TZVPD.

Properties
E_HOMO = -0.4398 hartree
energy above the lowest of the compared OMol25 structures with the same formula, charge and spin = 109.16 kcal per mole
total charge = +1
molar mass = 245.293 g/mol
Kohn-Sham gap = 0.3538 Eh

Last columns: bonded neighbours and bond lengths (Å).
Cartesian coordinates (Å):
1 N 0.792 0.136 0.685  C2 1.608, H9 1.147, H10 1.080, H11 0.978
2 C 1.076 1.567 0.009  N1 1.608, C3 1.542, C4 1.478, H12 1.183
3 C 2.461 1.542 -0.669  C2 1.542, H13 1.023, H14 1.142, H15 1.146
4 C 0.026 2.025 -0.923  C2 1.478, N5 1.498, H16 1.156, H17 1.216
5 N -1.397 2.181 -0.481  C4 1.498, C6 1.492, H18 1.021
6 C -2.211 0.943 -0.305  N5 1.492, C7 1.544, H19 1.120, H20 1.082
7 C -3.346 0.763 -1.335  C6 1.544, O8 1.380, H21 1.066, H22 1.096
8 O -2.808 0.381 -2.548  C7 1.380, H23 0.975
9 H 0.573 0.227 1.807  N1 1.147
10 H -0.035 -0.340 0.180  N1 1.080
11 H 1.641 -0.350 0.662  N1 0.978
12 H 1.168 2.531 0.689  C2 1.183
13 H 2.697 2.311 -1.302  C3 1.023
14 H 3.448 1.489 -0.097  C3 1.142
15 H 2.740 0.618 -1.287  C3 1.146
16 H 0.146 1.322 -1.833  C4 1.156
17 H 0.290 3.137 -1.337  C4 1.216
18 H -1.838 2.901 -1.055  N5 1.021
19 H -2.617 1.159 0.716  C6 1.120
20 H -1.623 0.035 -0.256  C6 1.082
21 H -4.102 0.083 -1.013  C7 1.066
22 H -3.694 1.789 -1.500  C7 1.096
23 H -3.391 0.124 -3.286  O8 0.975
24 H 2.698 -2.724 0.368  O26 0.904
25 H 3.685 -1.639 0.510  O26 0.958
26 O 2.838 -1.958 0.825  H24 0.904, H25 0.958
27 H -0.124 2.388 3.138  O29 1.012
28 H 0.341 3.578 2.448  O29 0.911
29 O 0.697 2.776 2.692  H27 1.012, H28 0.911
30 H -2.102 -1.122 -2.227  O32 0.975
31 H -1.940 -2.595 -2.526  O32 0.907
32 O -1.506 -1.890 -2.155  H30 0.975, H31 0.907
33 H 0.934 -2.323 2.474  O35 0.967
34 H -0.492 -2.080 1.775  O35 0.971
35 O 0.213 -1.696 2.321  H33 0.967, H34 0.971
36 H 1.924 0.713 3.307  O38 0.924
37 H 0.890 -0.326 3.958  O38 1.036
38 O 1.024 0.511 3.362  H36 0.924, H37 1.036
39 H -1.572 -2.563 -0.689  O41 0.961
40 H -0.903 -3.769 -0.013  O41 0.976
41 O -1.194 -2.851 0.146  H39 0.961, H40 0.976
42 H 0.855 -2.731 -1.776  O44 0.925
43 H 2.171 -3.071 -2.039  O44 0.874
44 O 1.568 -3.201 -1.420  H42 0.925, H43 0.874

Mulliken population analysis, charges in e, atoms 1 to 8: N 0.1513; C 1.0900; C -1.6732; C -0.8923; N -0.2396; C 0.7971; C -0.6734; O -0.6154